This record from the OMol25 dataset describes a molecular structure, C23H29CrF3N3OSSbSe4Si. The level of theory is wB97M-V/def2-TZVPD.

Summary:
E_HOMO (spin up / spin down)	-0.255 / -0.257	Ha
F_max	0.01607	Eh/bohr
2S+1	5
E_tot	-13011.11648	Ha
energy relative to the best compared isomer or geometry (same formula, charge and spin)	59.5	kcal/mol
⟨S²⟩	6.2054

XYZ file:
```
67
Properties=species:S:1:pos:R:3:forces:R:3:nbo_charge:R:1
Sb -5.220608 -0.529683 0.321575 -0.687 0.393 0.236 1.01
Se -4.959602 -1.158532 -2.011708 0.130 -0.080 -0.253 -0.53
Se -5.433981 -2.942390 0.737564 0.126 0.116 0.000 -0.49
Se -3.310756 0.556210 1.589539 0.483 0.248 0.050 -0.47
Se -6.851571 1.131682 0.928758 0.248 -0.350 -0.067 -0.62
Cr -1.013468 -0.213025 1.508970 0.184 0.098 -0.445 1.17
S -1.735891 -1.784701 -0.776047 -0.414 -0.509 0.165 1.27
Si 0.870270 2.277318 2.268843 -0.372 -0.044 -0.100 2.10
F 2.322393 2.524795 -4.201543 -0.067 0.044 -0.102 -0.33
F 3.720859 1.054642 -3.449705 0.078 -0.118 -0.048 -0.33
F 3.273970 2.795571 -2.282793 -0.002 0.098 0.116 -0.33
O -1.098622 -1.951605 0.640945 0.017 -0.020 0.032 -0.97
N -0.062344 0.514251 -0.106451 0.221 0.543 -0.374 -0.76
N -0.886566 -0.909181 3.393460 -0.002 -0.264 0.577 -0.55
N -0.037319 1.095690 2.900848 0.167 -0.388 0.413 -1.23
C -2.182219 -2.938906 3.586061 -0.027 -0.021 0.011 -0.66
C 2.095658 0.408193 -1.198858 -0.031 -0.096 -0.024 -0.36
C -0.723561 -2.024589 5.454579 -0.003 -0.027 -0.024 -0.28
C 0.441299 -2.471818 -2.286988 -0.013 -0.013 0.013 -0.13
C 0.805378 0.162235 -3.380475 -0.004 0.012 0.039 -0.19
C 0.013274 3.887491 2.097635 0.032 0.039 -0.062 -1.21
C 0.400699 2.035356 -2.018537 -0.062 0.101 0.106 -0.21
C 1.580460 1.130345 -2.426616 -0.027 -0.132 -0.050 -0.16
C -1.229563 -1.946808 4.164058 0.061 -0.010 0.082 0.31
C -0.096327 0.087233 3.841138 -0.295 0.221 -0.309 0.41
C -0.467136 -0.152500 -2.526157 0.133 0.065 -0.055 -0.28
C 1.417910 -2.233620 -3.340923 -0.044 -0.018 0.055 -0.27
C -0.535853 0.969313 -1.421693 -0.059 -0.027 0.003 -0.04
C 2.716720 1.875148 -3.091495 -0.034 -0.026 0.023 1.00
C 2.398823 -0.856752 -5.144797 -0.001 0.004 0.028 -0.65
C 2.701663 2.237692 2.121621 0.038 -0.036 -0.084 -1.22
C 0.704101 3.197400 -1.099296 -0.025 -0.050 0.061 -0.60
C 0.451026 0.057138 5.115540 0.054 -0.013 0.033 -0.30
C -0.448270 -1.541088 -1.951189 0.047 0.110 0.054 -0.23
C 1.555945 -1.033809 -3.908347 0.050 0.039 -0.026 0.10
C -2.260096 -3.456604 -1.083640 0.098 -0.034 -0.177 -0.80
C 1.266611 0.151977 -0.172345 0.050 -0.046 0.016 -0.01
C 0.122959 -1.024658 5.916267 0.010 0.030 -0.028 -0.11
H 3.092175 1.227237 2.227101 0.002 -0.005 -0.004 0.27
H 0.065745 4.372213 3.079879 -0.015 -0.051 0.007 0.27
H 1.650404 -0.417882 0.676250 0.033 0.088 0.050 0.19
H -1.933392 -3.148137 2.547484 0.016 -0.015 0.002 0.25
H 2.995644 2.630378 1.145568 0.067 -0.028 0.043 0.28
H 0.503440 0.758919 -4.246227 -0.018 -0.009 0.004 0.22
H -1.403184 -4.106638 -1.243752 -0.043 -0.008 0.063 0.22
H 1.923579 -1.371874 -5.982562 0.002 0.007 -0.001 0.23
H -2.823070 -3.736480 -0.198992 -0.100 -0.022 0.039 0.28
H -1.000293 -2.854707 6.088144 0.006 -0.002 -0.003 0.23
H 1.327816 2.853825 -0.272273 -0.004 0.062 -0.013 0.19
H -3.190165 -2.516767 3.584854 -0.006 0.011 -0.013 0.26
H 1.973156 -3.083352 -3.720481 0.008 0.000 0.006 0.22
H -1.039980 3.714895 1.875534 -0.018 0.015 -0.042 0.29
H -1.556824 1.330299 -1.307636 -0.014 0.043 0.019 0.24
H -1.362796 -0.062803 -3.147587 -0.016 0.039 0.003 0.25
H 0.456439 4.558650 1.365960 0.004 -0.017 -0.011 0.26
H 3.149713 2.873941 2.890599 -0.051 0.028 -0.001 0.27
H 3.111793 0.040056 -1.179158 -0.005 0.012 -0.015 0.23
H -0.222561 3.616788 -0.705890 -0.011 -0.032 -0.004 0.22
H -2.189470 -3.862751 4.160762 -0.003 0.015 0.016 0.22
H -0.076069 2.413391 -2.927089 0.042 0.024 -0.015 0.22
H -2.932491 -3.440135 -1.940012 0.070 0.009 -0.002 0.27
H 0.420834 -3.448324 -1.818056 0.015 0.014 -0.025 0.22
H 1.252275 3.989552 -1.606469 -0.025 0.007 -0.023 0.23
H 3.393116 -1.283143 -5.013693 0.001 -0.003 -0.003 0.23
H 1.076159 0.868593 5.461148 0.002 -0.028 0.032 0.22
H 2.512492 0.187611 -5.423333 0.004 0.004 0.007 0.22
H 0.519253 -1.082765 6.922128 -0.002 0.006 0.000 0.22
```
Forces are in eV/Å.